{"formula": "C19H23BO5Pt", "method": "ωB97M-V with the def2-TZVPD basis set", "e_tot_ev": -34238.599, "homo_ev": -8.08, "mol_weight_g_mol": 537.278, "de_lowest_kcal_mol": 22.0, "fmax_ev_per_a": 1.053, "lumo_energy_ev": -1.47, "spin_multiplicity": 1, "symbols": ["Pt", "C", "C", "C", "C", "C", "C", "H", "H", "H", "H", "H", "H", "O", "C", "C", "C", "C", "C", "C", "C", "O", "O", "H", "H", "H", "H", "H", "C", "C", "C", "O", "B", "O", "C", "C", "C", "H", "H", "H", "H", "H", "H", "H", "H", "H", "H", "H", "H"], "positions_angstrom": [[-1.27463, -0.76369, -0.23499], [-2.92117, 0.44299, 2.27544], [-3.86152, 0.59841, 1.26802], [-4.08523, -0.42318, 0.34308], [-3.39054, -1.62394, 0.43892], [-2.41265, -1.78508, 1.45393], [-2.19351, -0.74034, 2.37130], [-2.75087, 1.24170, 2.98435], [-4.40611, 1.52910, 1.18254], [-4.81497, -0.29055, -0.44371], [-3.63144, -2.44812, -0.21745], [-1.96965, -2.75711, 1.62616], [-1.47421, -0.87595, 3.16812], [-1.71705, 2.79674, -4.72053], [-1.61134, 2.96341, -3.40266], [-1.60918, 4.26671, -2.89427], [-1.49521, 4.49084, -1.53895], [-1.36866, 3.42332, -0.65153], [-1.38608, 2.13871, -1.15522], [-1.51966, 1.87514, -2.51456], [-1.63494, 0.47944, -3.06600], [-1.64887, 0.33056, -4.29437], [-1.83017, -0.51820, -2.26493], [-1.72591, 1.81379, -4.86661], [-1.69522, 5.08472, -3.59779], [-1.49936, 5.50547, -1.15985], [-1.25020, 3.59816, 0.40992], [-1.24787, 1.28554, -0.47484], [3.31848, -0.44947, 2.45198], [2.75427, -0.70162, 1.06390], [3.52205, 0.12023, 0.03096], [1.38782, -0.22860, 1.02366], [0.65967, -1.11529, 0.27629], [1.35044, -2.25301, -0.02366], [2.61110, -2.21751, 0.67706], [3.69898, -2.74490, -0.24362], [2.47059, -3.14110, 1.88500], [3.44097, 0.62388, 2.59663], [4.29114, -0.93040, 2.56099], [2.64659, -0.82124, 3.22308], [3.37511, 1.17483, 0.26338], [3.13005, -0.05634, -0.97081], [4.58928, -0.10101, 0.04883], [3.73706, -2.18432, -1.17463], [3.48559, -3.78636, -0.48318], [4.67033, -2.68686, 0.24971], [1.72510, -2.76283, 2.58531], [3.42388, -3.25829, 2.39999], [2.13776, -4.11839, 1.53561]], "atomic_forces_ev_per_a": [[-0.037, -0.426, 0.297], [-0.438, 0.382, -0.155], [0.301, 0.088, 0.374], [0.074, -0.282, -0.179], [-0.541, -0.188, 0.396], [0.050, -0.201, 0.097], [0.500, -0.043, -0.585], [0.019, -0.015, -0.001], [-0.039, -0.022, 0.010], [0.038, 0.004, -0.033], [0.061, 0.005, -0.035], [0.040, 0.008, -0.038], [0.048, 0.013, -0.042], [-0.089, 0.316, -0.107], [0.005, -0.007, 0.115], [0.016, 0.051, -0.053], [-0.011, -0.009, 0.020], [-0.004, -0.025, 0.018], [0.147, -0.003, 0.077], [0.006, -0.195, -0.078], [-0.133, 0.219, -0.154], [-0.033, -0.163, 0.255], [0.974, -0.084, 0.391], [0.101, -0.126, -0.022], [-0.008, -0.005, 0.013], [0.020, 0.012, -0.034], [0.008, -0.012, -0.007], [-0.063, 0.633, -0.050], [-0.132, 0.027, -0.107], [0.281, -0.040, -0.136], [-0.189, -0.049, 0.059], [-0.334, 0.194, 0.166], [-0.673, 0.014, -0.391], [-0.216, -0.129, -0.308], [0.175, -0.014, 0.225], [-0.158, 0.079, 0.024], [-0.073, 0.094, -0.118], [0.028, -0.012, 0.030], [0.026, 0.022, 0.019], [0.042, -0.038, 0.017], [0.049, 0.002, 0.004], [0.050, 0.002, -0.028], [-0.007, -0.025, -0.024], [0.024, -0.010, -0.004], [0.047, -0.014, 0.018], [0.025, -0.023, -0.022], [0.014, -0.001, 0.029], [-0.031, 0.002, 0.066], [0.043, -0.007, -0.010]], "nbo_charge": [0.588, -0.183, -0.177, -0.212, -0.253, -0.342, -0.170, 0.221, 0.232, 0.241, 0.255, 0.257, 0.237, -0.688, 0.445, -0.307, -0.170, -0.283, -0.138, -0.304, 0.790, -0.659, -0.793, 0.509, 0.222, 0.210, 0.209, 0.168, -0.628, 0.253, -0.636, -0.742, 0.976, -0.731, 0.238, -0.626, -0.630, 0.222, 0.214, 0.218, 0.226, 0.220, 0.214, 0.225, 0.224, 0.212, 0.208, 0.214, 0.225]}

***

{"formula": "C19H23BrCl51NO2P", "method": "ωB97M-V with the def2-TZVPD basis set", "e_tot_ev": -743633.303, "homo_ev": -4.05, "mol_weight_g_mol": 2216.379, "fmax_ev_per_a": 6.506, "lumo_energy_ev": 1.43, "spin_multiplicity": 1, "total_charge": -1, "symbols": ["C", "O", "C", "N", "P", "O", "Br", "H", "H", "H", "H", "H", "H", "C", "Cl", "Cl", "Cl", "H", "C", "Cl", "Cl", "Cl", "H", "C", "Cl", "Cl", "Cl", "H", "C", "Cl", "Cl", "Cl", "H", "C", "Cl", "Cl", "Cl", "H", "C", "Cl", "Cl", "Cl", "H", "C", "Cl", "Cl", "Cl", "H", "C", "Cl", "Cl", "Cl", "H", "C", "Cl", "Cl", "Cl", "H", "C", "Cl", "Cl", "Cl", "H", "C", "Cl", "Cl", "Cl", "H", "C", "Cl", "Cl", "Cl", "H", "C", "Cl", "Cl", "Cl", "H", "C", "Cl", "Cl", "Cl", "H", "C", "Cl", "Cl", "Cl", "H", "C", "Cl", "Cl", "Cl", "H", "C", "Cl", "Cl", "Cl", "H"], "positions_angstrom": [[2.25564, -2.69172, 1.02514], [1.67991, -1.90306, 2.05778], [0.65305, -0.97668, 1.54575], [-0.66023, -1.53545, 1.80489], [-1.65862, -2.03632, 0.51136], [-1.84356, -3.76689, 0.75084], [-0.70028, -1.91912, -1.57091], [1.80362, -2.55458, 0.00446], [2.13766, -3.78416, 1.33044], [3.37920, -2.52729, 0.93137], [0.87677, -0.59471, 0.50977], [0.76975, -0.06902, 2.23964], [-0.99885, -4.20573, 0.49782], [4.68238, -2.22016, -3.00059], [2.94370, -1.91754, -2.92060], [5.21347, -3.19719, -1.62561], [5.10760, -3.01204, -4.52593], [5.19402, -1.26757, -2.95697], [-2.34066, 1.97374, 0.65931], [-1.70077, 0.49636, -0.06032], [-2.63304, 3.21638, -0.57116], [-3.83290, 1.63136, 1.55391], [-1.60261, 2.35706, 1.35933], [6.24877, 1.33734, -1.27965], [4.50499, 1.62491, -1.20925], [6.76948, 0.35519, 0.09462], [6.69236, 0.56047, -2.80856], [6.75769, 2.29573, -1.22708], [1.78323, 2.56638, -3.92315], [2.41017, 0.93730, -3.64486], [1.04946, 2.68747, -5.52938], [0.61316, 3.00366, -2.67147], [2.61360, 3.26561, -3.87424], [-4.72342, -1.71254, -2.41610], [-4.30296, -1.42552, -4.11935], [-5.61844, -3.23301, -2.24864], [-3.26548, -1.72953, -1.39889], [-5.36595, -0.90082, -2.08351], [-3.59534, 2.02202, 4.76052], [-4.49965, 3.34062, 5.52173], [-1.87248, 2.40433, 4.67323], [-3.85078, 0.50458, 5.63446], [-3.96575, 1.89947, 3.74700], [-6.67214, -6.99834, -2.92542], [-5.19553, -7.61816, -2.17666], [-7.46271, -5.82557, -1.86406], [-6.31502, -6.27298, -4.49826], [-7.35204, -7.83097, -3.08027], [-0.60425, -1.63223, 6.15962], [-0.36392, -1.14268, 4.48201], [-1.47667, -3.17019, 6.24160], [0.94908, -1.75460, 7.00008], [-1.20282, -0.87323, 6.65590], [3.73489, -4.51978, 5.26442], [1.98928, -4.30484, 5.42247], [4.32982, -5.69170, 6.45152], [4.15562, -5.02894, 3.62419], [4.21499, -3.56482, 5.45845], [1.50852, -6.17388, -1.24329], [0.76849, -7.35042, -2.33845], [2.59225, -5.10027, -2.13965], [0.26084, -5.24254, -0.39880], [2.09173, -6.71509, -0.50351], [-7.24218, 3.00065, 8.94504], [-5.85290, 2.02050, 8.46436], [-6.95895, 4.70675, 8.57190], [-8.71440, 2.42690, 8.15039], [-7.37414, 2.90360, 10.01875], [10.04482, -2.07027, -0.33489], [11.38496, -3.18224, -0.64868], [10.42098, -0.45539, -0.95825], [8.54640, -2.69175, -1.03908], [9.90907, -1.99441, 0.74023], [-4.72225, 5.87779, -2.08877], [-5.97561, 4.70467, -2.51233], [-3.14333, 5.33510, -2.66624], [-5.12272, 7.48227, -2.73395], [-4.67333, 5.94721, -1.00584], [-5.41759, 7.44534, 2.16890], [-4.80030, 5.96502, 2.91035], [-5.62876, 7.18101, 0.43388], [-6.93532, 7.94996, 2.92426], [-4.68666, 8.23632, 2.31028], [8.79945, 4.75876, -2.08883], [9.43308, 3.13091, -1.81521], [8.07280, 4.88082, -3.69603], [7.62139, 5.18383, -0.83994], [9.62593, 5.46136, -2.03288], [2.30925, -8.37813, -5.98682], [1.77416, -6.72550, -5.66629], [3.20718, -8.45921, -7.51000], [3.29737, -8.98443, -4.65109], [1.43053, -9.01045, -6.07536], [-5.15543, 11.08138, -4.52369], [-3.71830, 10.43969, -5.32913], [-6.57789, 10.10916, -4.92221], [-4.91240, 11.14092, -2.77226], [-5.32325, 12.09372, -4.87957]], "atomic_forces_ev_per_a": [[0.693, -1.296, 0.182], [0.290, 0.742, -1.706], [-0.657, 0.559, 2.175], [-0.174, -0.564, -4.197], [1.467, -2.158, 5.960], [0.925, 1.227, -0.947], [4.107, -0.443, -0.816], [0.217, 0.003, 0.997], [0.103, 1.153, -0.529], [-1.177, 0.089, 0.143], [-0.062, -0.793, 0.665], [0.061, -0.940, -0.841], [-1.357, 0.881, 1.023], [-0.301, -0.079, -0.003], [0.233, -0.219, 0.115], [0.136, 0.178, -0.025], [0.045, 0.046, 0.033], [-0.075, -0.177, -0.007], [0.498, -0.327, -0.098], [-0.160, 2.811, -0.336], [0.021, -0.178, 0.269], [-0.138, -0.037, -0.440], [-0.194, -0.016, -0.007], [-0.214, 0.051, 0.203], [0.352, -0.014, 0.095], [-0.023, 0.111, -0.111], [0.211, 0.255, 0.035], [-0.040, -0.155, -0.038], [0.041, -0.104, 0.077], [-0.333, 0.418, -0.249], [0.060, 0.052, 0.039], [0.077, -0.015, -0.052], [-0.134, -0.079, -0.022], [0.226, 0.122, 0.260], [-0.116, 0.053, -0.183], [0.007, 0.186, -0.059], [-5.078, -0.069, -1.440], [0.015, -0.131, -0.176], [0.019, -0.059, 0.191], [0.073, 0.029, -0.115], [-0.154, -0.009, -0.069], [0.006, 0.073, -0.050], [0.145, 0.033, 0.426], [0.096, 0.045, 0.023], [-0.134, 0.022, -0.056], [-0.084, -0.246, -0.052], [-0.062, -0.080, 0.079], [0.098, 0.131, 0.023], [0.086, 0.526, -0.507], [-0.302, -0.375, 0.667], [-0.008, -0.005, 0.058], [-0.097, 0.315, 0.422], [0.070, -0.176, 0.042], [-0.389, 0.059, -0.109], [0.406, -0.314, -0.211], [0.070, 0.032, 0.023], [0.056, 0.055, 0.071], [-0.051, -0.146, -0.040], [0.016, 0.143, -0.042], [-0.024, -0.045, 0.181], [-0.247, -0.351, 0.207], [0.919, -1.013, -0.756], [-0.084, 0.082, -0.115], [0.117, -0.111, -0.068], [-0.183, 0.052, 0.156], [-0.020, -0.063, 0.053], [0.059, 0.036, 0.088], [-0.003, 0.038, -0.163], [-0.167, -0.094, -0.108], [-0.030, 0.070, 0.070], [-0.028, -0.095, 0.051], [0.211, 0.137, 0.110], [0.038, 0.003, -0.158], [0.146, -0.282, -0.326], [0.076, 0.112, 0.072], [-0.120, 0.338, -0.270], [0.074, -0.190, 0.017], [0.168, -0.243, -0.521], [0.034, -0.288, 0.102], [-0.022, 0.170, 0.085], [-0.377, 0.669, 0.711], [0.128, -0.002, -0.071], [-0.113, -0.109, -0.045], [-0.041, -0.013, -0.050], [-0.002, 0.086, 0.003], [0.072, 0.003, 0.118], [0.081, -0.028, -0.061], [-0.124, -0.104, 0.000], [-0.024, 0.201, 0.100], [0.057, -0.179, -0.115], [-0.058, -0.051, 0.027], [-0.071, -0.012, -0.096], [0.144, 0.077, 0.004], [0.030, -0.080, 0.005], [-0.105, 0.080, 0.047], [0.082, 0.106, 0.022], [-0.032, 0.049, -0.124], [0.023, -0.152, 0.059]], "lowdin_charge": [-0.182, -0.249, -0.479, -0.398, 0.334, -0.444, 0.190, 0.025, 0.058, 0.068, 0.063, 0.080, -0.168, -1.527, 0.478, 0.495, 0.527, -0.093, -1.431, 0.508, 0.494, 0.596, 0.014, -1.512, 0.538, 0.527, 0.559, -0.050, -1.536, 0.469, 0.517, 0.517, 0.010, -1.468, 0.485, 0.480, 0.309, 0.011, -1.552, 0.487, 0.531, 0.532, -0.111, -1.543, 0.524, 0.494, 0.511, 0.008, -1.534, 0.610, 0.508, 0.471, -0.015, -1.535, 0.516, 0.498, 0.520, 0.016, -1.459, 0.507, 0.508, 0.649, 0.021, -1.545, 0.504, 0.509, 0.516, 0.011, -1.539, 0.516, 0.494, 0.500, 0.016, -1.591, 0.535, 0.503, 0.483, -0.112, -1.507, 0.528, 0.598, 0.527, 0.018, -1.533, 0.528, 0.528, 0.535, 0.013, -1.547, 0.514, 0.506, 0.507, 0.013, -1.548, 0.519, 0.512, 0.507, 0.011]}